Here is a 8-piece molecular cluster, C54H125N7O12 overall at a distorted geometry from the OMol25 dataset. Energies are from the ωB97M-V functional and the def2-TZVPD basis.

Positions of all 198 atoms, in Å:
O (-2.49, 1.27, 3.16)
O (5.41, 0.57, -1.19)
O (-5.52, -2.31, 4.54)
O (1.94, -4.75, -1.95)
O (-3.89, 1.74, -6.90)
O (-1.52, -3.83, 0.28)
O (2.62, 4.83, -5.56)
O (-5.00, -0.55, -2.00)
O (1.71, -2.61, 2.33)
O (1.69, 6.79, 2.83)
O (1.20, 2.98, 1.10)
O (1.81, 3.54, 4.87)
N (-3.57, 1.60, -3.23)
N (2.14, 3.69, -4.93)
N (5.67, -0.77, -0.93)
N (-1.04, 3.53, 4.49)
N (1.10, -5.00, 0.79)
N (-5.83, -3.64, 4.29)
N (3.48, 4.48, 2.33)
C (2.53, 2.87, 0.73)
C (-2.17, 3.63, 3.58)
C (-3.29, 0.13, 3.35)
C (-4.05, -0.83, -2.98)
C (-0.15, 4.76, 4.54)
C (3.18, 3.24, -3.96)
C (1.45, -4.98, 2.22)
C (4.80, -0.55, 1.31)
C (-1.33, -2.46, 0.00)
C (0.26, 2.49, -4.00)
C (3.03, 7.00, 2.29)
C (-3.29, 1.47, -5.66)
C (0.44, 4.98, -3.41)
C (2.86, 3.11, 5.71)
C (-8.00, -2.92, 3.39)
C (-5.75, -6.06, 2.83)
C (1.24, -1.45, 3.06)
C (1.34, -5.93, -1.45)
C (1.22, 1.94, -2.94)
C (0.95, -3.72, 2.85)
C (-3.08, 2.44, 3.72)
C (5.05, -3.59, -1.11)
C (4.62, -1.29, -0.03)
C (-0.08, 4.35, -5.74)
C (1.01, 4.48, 5.49)
C (-4.17, -4.38, 5.80)
C (0.74, 7.70, 2.23)
C (0.59, 1.74, 1.03)
C (6.17, -2.96, -1.95)
C (3.49, 4.24, -2.81)
C (3.15, -1.14, -0.49)
C (-0.66, -2.19, -1.37)
C (1.80, -4.50, -3.32)
C (3.91, 5.80, 2.71)
C (-3.48, -3.94, 3.49)
C (-2.90, 1.77, -7.89)
C (4.96, -2.85, 0.24)
C (3.24, 4.23, 0.93)
C (-4.61, -4.46, 4.39)
C (-7.00, -5.14, 2.85)
C (4.45, 2.97, -4.77)
C (7.14, -0.86, -2.81)
C (-2.72, -1.80, -0.03)
C (-6.05, -3.08, 1.75)
C (-5.01, -5.97, 4.13)
C (2.65, 1.89, -3.46)
C (1.67, -6.11, 0.00)
C (-5.98, -1.54, -1.88)
C (-4.27, 1.75, -4.52)
C (-6.64, -3.62, 3.05)
C (4.77, -1.30, -3.32)
C (-3.01, 0.27, -3.01)
C (0.72, 3.89, -4.46)
C (5.90, -1.41, -2.24)
H (-2.94, 0.41, -5.64)
H (6.31, -3.48, -2.89)
H (1.30, -1.68, 4.13)
H (0.72, 4.65, -2.41)
H (-1.27, -2.59, -2.17)
H (3.09, 7.10, 1.21)
H (0.24, 3.76, -6.60)
H (4.13, -3.55, -1.68)
H (-0.79, 5.58, 4.93)
H (-1.15, 4.21, -5.56)
H (1.30, -7.07, 0.35)
H (6.02, 1.08, -0.64)
H (0.58, 4.09, 6.43)
H (-6.70, -1.20, -1.13)
H (1.12, 2.44, -1.98)
H (0.26, -5.92, -1.60)
H (-2.26, 2.67, -7.75)
H (-2.52, -4.33, 3.84)
H (-3.27, -4.94, 6.03)
H (4.25, -1.05, 2.10)
H (5.20, 2.49, -4.15)
H (1.20, 0.98, 1.56)
H (-3.44, -2.87, 3.49)
H (2.18, -3.48, -3.39)
H (4.05, 5.90, 3.79)
H (3.23, 1.58, -2.61)
H (-0.78, 2.53, -3.69)
H (-3.41, 1.89, -8.86)
H (0.79, -4.56, -3.71)
H (7.93, -0.93, -2.05)
H (-2.41, 2.07, -5.40)
H (2.51, 2.72, 6.67)
H (-0.63, 5.19, -3.37)
H (4.19, 2.47, -5.71)
H (7.44, -1.36, -3.71)
H (0.05, 5.43, -5.93)
H (-3.27, -2.33, -0.80)
H (-2.79, 4.49, 3.84)
H (-3.53, -4.28, 2.46)
H (-5.52, -6.35, 5.01)
H (-7.60, -5.29, 1.96)
H (5.90, -2.94, 0.78)
H (2.45, 2.55, -0.29)
H (0.30, 1.89, -4.91)
H (-4.07, -6.55, 4.13)
H (1.36, -4.12, 0.39)
H (-5.08, -5.89, 1.97)
H (-6.88, -2.99, 1.05)
H (5.90, -0.60, 1.51)
H (-6.57, -1.66, -2.80)
H (3.88, -1.89, -3.12)
H (5.24, -4.69, -1.05)
H (-4.61, 2.77, -4.67)
H (0.24, -1.16, 2.76)
H (7.06, 0.21, -3.02)
H (2.67, 4.18, 2.84)
H (-0.61, -1.10, -1.55)
H (1.68, -6.78, -2.03)
H (-0.34, 1.84, 1.58)
H (1.60, 5.37, 5.78)
H (-7.89, -1.81, 3.47)
H (0.45, 1.36, 0.00)
H (-0.25, 7.39, 2.58)
H (-4.10, 2.55, 3.29)
H (-0.78, -1.97, 0.82)
H (-0.43, 2.79, 4.18)
H (-8.67, -3.21, 2.60)
H (4.91, 6.01, 2.29)
H (-3.61, -1.81, -2.78)
H (0.83, 8.76, 2.47)
H (3.69, 5.24, -3.20)
H (-4.19, 1.70, -2.46)
H (-3.90, -3.31, 5.93)
H (-0.67, -4.24, 0.32)
H (1.10, -5.92, 2.63)
H (-8.31, -3.34, 4.34)
H (2.55, -5.01, 2.40)
H (0.82, 7.68, 1.15)
H (2.93, -1.79, -1.34)
H (-2.72, -0.77, 3.09)
H (2.76, 4.34, -2.02)
H (1.91, -0.59, 2.88)
H (5.17, -1.61, -4.29)
H (-5.31, -3.77, 1.35)
H (1.08, -3.82, 3.94)
H (-2.72, -0.75, -0.26)
H (-2.44, 0.18, -2.10)
H (4.45, 0.50, 1.23)
H (1.01, 5.89, -3.63)
H (-3.21, -1.89, 0.95)
H (3.10, 2.07, 1.21)
H (2.41, -5.18, -3.98)
H (2.92, -0.10, -0.80)
H (-5.62, -2.55, -1.61)
H (-5.16, 1.08, -4.59)
H (-2.28, 0.11, -3.81)
H (2.74, 4.56, -6.47)
H (3.40, 7.96, 2.64)
H (0.37, -2.50, -1.37)
H (2.74, 1.12, -4.22)
H (4.19, -3.23, 0.90)
H (-1.86, 3.77, 2.53)
H (2.65, 5.05, 0.48)
H (-6.03, -7.08, 2.61)
H (2.58, -1.47, 0.38)
H (4.85, 3.95, -5.03)
H (-4.99, -4.67, 6.43)
H (-2.29, 0.85, -7.93)
H (3.43, 2.31, 5.26)
H (7.12, -2.96, -1.44)
H (-5.53, -2.11, 1.89)
H (3.60, 3.91, 5.79)
H (4.45, -0.27, -3.54)
H (4.20, 4.07, 0.39)
H (4.42, 3.96, -2.28)
H (-3.30, 2.23, 4.79)
H (-7.55, -5.52, 3.72)
H (-3.65, -0.01, 4.41)
H (2.75, -6.07, 0.10)
H (0.83, 0.94, -2.78)
H (-4.18, 0.18, 2.73)
H (-5.92, -2.15, 5.41)
H (-4.51, -0.98, -3.96)
H (-0.09, -3.68, 2.60)
H (0.27, 5.03, 3.59)

Calculated values
Max |F| = 2.5 eV/A
Total charge = 0
SMILES = CC1(C)CCCC(C)(C)N1O.CC1(C)CCCC(C)(C)N1O.CC1(C)CCCC(C)(C)N1O.COCCNCCOC.COCCNCCOC.COCCNCCOC.COCCNCCOC.CC(C)O
HOMO-LUMO gap = 9.07 eV